Record 1
# C27H58BClN3O16P2S2

A 3-piece molecular cluster, C27H58BClN3O16P2S2 overall (wB97M-V/def2-TZVPD, the OMol25 dataset).

Calculated values
Total charge = +1
2S+1 = 1
Orbital gap = 9.09 eV

```
110
Properties=species:S:1:pos:R:3:forces:R:3
C -3.81187 -0.58497 5.72447 0.307 -0.167 -0.013
C -3.16401 -0.53563 4.33755 -0.903 -0.383 1.442
O -3.41313 0.74230 3.74757 1.320 -0.148 -0.680
B -3.32270 0.77159 2.37496 -1.572 -0.105 0.091
O -4.30250 0.14478 1.62985 0.899 -0.025 0.005
C -2.11734 1.56902 1.62438 0.752 -1.315 0.643
S -3.03196 2.95758 0.89800 -0.903 1.955 0.669
C -3.90587 2.44113 -0.56415 0.054 -0.114 -0.317
O -4.04337 3.22314 1.90064 -0.226 -1.233 0.300
O -2.21224 4.12060 0.69593 0.834 -0.614 -0.911
C -1.15522 1.98509 2.77093 -1.021 0.662 0.199
C -1.53908 3.13128 3.72325 1.254 0.899 0.310
Cl -0.94207 2.57725 5.36181 -0.085 -0.211 -0.194
C -0.89391 4.50845 3.40283 -0.165 0.563 0.482
C -0.41379 5.31702 4.62136 -0.019 0.461 -0.280
N 0.21713 2.02174 2.18493 0.053 0.119 1.649
C 0.27660 0.70380 1.45111 0.047 1.691 -0.632
C 1.56956 0.72976 0.64261 0.505 -1.244 0.253
C 2.75054 0.47007 1.62993 -0.326 -0.152 -0.223
C 3.34431 1.79759 2.05508 1.031 -0.282 -0.004
N 3.20631 2.16521 3.41037 -0.641 0.091 -0.375
O 3.86761 2.52354 1.24940 -0.587 0.262 -0.095
C -1.09442 0.81236 0.66645 1.023 1.143 0.970
N -0.74248 1.80445 -0.36224 -1.106 -1.170 -0.833
C -0.95747 1.53399 -1.55018 1.168 -0.491 0.665
O -0.97450 1.25411 -2.65733 -0.514 0.398 -0.796
S -1.44234 -0.89265 0.11767 -1.145 -2.508 -2.377
C -1.49881 -2.05316 1.50864 0.286 1.057 0.597
O -2.71992 -0.97687 -0.53765 -0.532 1.009 0.705
O -0.38617 -1.36119 -0.74059 1.069 0.942 0.682
H -3.94238 -1.62419 6.03979 0.014 0.066 -0.102
H -3.15961 -0.11902 6.46549 -0.238 0.215 -0.059
H -4.79206 -0.10955 5.70960 0.096 0.040 -0.003
H -2.09139 -0.71978 4.49246 0.006 0.139 -0.430
H -3.61055 -1.35599 3.76194 0.170 0.227 -0.320
H -4.16844 -0.80739 1.56593 -0.492 0.002 -0.275
H -4.23051 1.40035 -0.49664 0.265 0.023 0.094
H -3.35209 2.65777 -1.47764 0.135 -0.128 0.170
H -4.80617 3.06165 -0.56517 0.158 0.083 0.223
H -1.04915 1.14500 3.46037 -0.424 -0.224 -0.385
H -2.60980 3.26103 3.84069 0.007 -0.375 -0.196
H -1.64324 5.13891 2.92256 -0.015 -0.371 -0.253
H -0.05158 4.45539 2.70504 -0.136 -0.183 -0.035
H -1.16559 5.35978 5.41000 0.127 -0.194 0.020
H -0.26640 6.35532 4.30703 0.026 -0.138 -0.089
H 0.54440 4.97842 5.01438 -0.191 -0.164 0.148
H 0.85373 2.06152 3.00065 0.324 -0.231 -0.256
H 0.47068 2.84702 1.63374 -0.507 -0.186 -0.501
H 0.28884 -0.04966 2.23768 -0.094 -0.123 -0.219
H 1.60903 -0.07207 -0.09644 -0.431 0.028 0.085
H 1.71067 1.65358 0.08161 -0.099 0.045 0.216
H 2.38434 -0.12171 2.47472 0.164 0.157 0.070
H 3.47394 -0.16462 1.11528 0.299 0.408 0.096
H 3.38252 3.15791 3.51342 0.490 -0.094 0.122
H 3.76955 1.60574 4.03958 -0.290 -0.094 0.164
H -1.28582 -1.53291 2.44677 -0.142 -0.184 0.047
H -2.49469 -2.49032 1.53817 0.071 0.047 -0.123
H -0.72703 -2.80287 1.34301 -0.064 0.098 -0.194
O 6.59003 -1.68030 1.01696 -1.567 -2.642 1.340
P 7.76351 -2.59520 0.96485 4.861 4.082 -2.799
O 8.89995 -1.89080 1.88644 -0.651 -0.766 0.229
C 8.73379 -1.84622 3.30563 0.047 -0.029 0.308
C 8.95279 -3.20194 3.95233 -0.101 -0.085 -0.115
O 8.37687 -2.20862 -0.50593 -0.433 -0.645 0.107
C 7.59475 -1.51471 -1.47707 -0.020 0.313 -0.103
C 7.83302 -0.01852 -1.41532 0.200 0.119 -0.040
O 8.48739 -4.04470 0.94463 -2.407 -0.186 0.870
C 8.06635 -5.06536 -0.00035 0.141 -0.363 -0.167
C 8.77240 -4.95473 -1.34144 -0.255 0.185 -0.232
H 7.74224 -1.45159 3.55035 0.015 0.017 -0.047
H 9.47362 -1.13891 3.67876 0.004 0.050 -0.151
H 8.16964 -3.90609 3.66199 -0.001 0.000 0.062
H 8.94728 -3.11479 5.03939 -0.005 0.036 -0.010
H 9.90356 -3.62835 3.63471 0.035 0.052 0.034
H 6.53693 -1.75169 -1.36518 -0.004 0.041 0.157
H 7.89728 -1.88873 -2.45802 0.114 -0.097 0.083
H 7.80591 0.35642 -0.39275 -0.188 -0.113 0.036
H 7.08638 0.51407 -2.00691 0.008 -0.008 -0.005
H 8.81831 0.22564 -1.81498 -0.010 -0.015 -0.014
H 6.98164 -5.04269 -0.11865 -0.004 0.001 0.022
H 8.32817 -6.01661 0.45996 -0.036 0.115 0.214
H 8.22681 -4.30330 -2.02108 0.105 0.105 0.017
H 8.82159 -5.93288 -1.82186 0.043 -0.061 0.152
H 9.77884 -4.55731 -1.22910 0.020 -0.073 0.078
O -6.42867 0.72041 -7.07513 2.101 -1.653 -1.875
P -6.08542 -0.33973 -6.09598 -3.687 1.826 5.157
O -7.48050 -1.09219 -5.75633 0.803 -0.262 -0.465
C -8.09729 -1.91791 -6.75120 -0.162 -0.233 -0.219
C -7.35663 -3.22775 -6.94869 0.174 0.079 0.025
O -5.92430 0.56406 -4.72810 0.535 -0.284 -0.262
C -5.75865 1.97742 -4.80224 -0.235 0.217 -0.028
C -7.08326 2.70142 -4.66136 -0.125 0.034 0.233
O -5.14898 -1.51561 -5.47527 0.610 0.460 -2.349
C -3.74063 -1.27459 -5.23586 0.255 -0.155 0.167
C -3.48038 -0.65596 -3.87277 0.088 0.409 0.001
H -8.17572 -1.36683 -7.69247 0.008 0.043 0.045
H -9.10840 -2.11806 -6.39913 0.027 0.133 0.104
H -6.36992 -3.05820 -7.38562 -0.035 -0.041 -0.050
H -7.91485 -3.88771 -7.61317 -0.022 0.038 -0.006
H -7.20459 -3.73013 -5.99354 -0.073 -0.012 0.005
H -5.25015 2.26144 -5.72272 -0.109 -0.062 -0.091
H -5.09837 2.26626 -3.97695 0.006 -0.157 0.040
H -7.85676 2.25733 -5.28557 0.146 -0.002 -0.181
H -6.97618 3.75413 -4.92750 -0.001 -0.007 -0.006
H -7.43926 2.64680 -3.63027 0.010 -0.003 -0.007
H -3.32096 -0.66363 -6.03694 0.004 -0.015 -0.007
H -3.26018 -2.25096 -5.28023 -0.168 -0.054 -0.149
H -3.51823 0.43120 -3.92748 -0.130 0.000 0.069
H -2.48221 -0.91123 -3.51336 -0.031 -0.201 -0.090
H -4.21665 -0.98277 -3.14110 0.014 -0.109 -0.033
```
Positions in Å, forces in eV/Å.

Record 2
# C45H74F18N8O13S2

A 5-piece molecular cluster, C45H74F18N8O13S2 overall (wB97M-V/def2-TZVPD, the OMol25 dataset).

Calculated values
Structure (SMILES) = N#C[C@](CCSc1nnco1)(CCC(F)(F)C(F)(F)C(F)(F)C(F)(F)C(F)(F)C(F)(F)C(F)(F)C(F)(F)F)[C@](C#N)(CCC(=O)O)S(=O)(=O)F.COCCNCCOC.COCCNCCOC.COCCNCCOC.COCCNCCOC
2S+1 = 1
Orbital gap = 8.31 eV

```
160
Properties=species:S:1:pos:R:3:forces:R:3
N 8.43185 -1.98028 -5.85488 0.464 -0.740 -0.804
C 7.77846 -1.39795 -5.12697 -1.565 1.714 2.214
C 6.96992 -0.56432 -4.06669 1.584 -1.324 -1.984
C 6.34836 -1.64526 -3.09053 -0.195 -0.227 -0.280
C 5.37468 -2.66559 -3.85362 0.506 -0.174 0.601
S 3.84223 -2.73695 -2.78584 0.068 -0.855 -0.133
C 3.25643 -4.43821 -2.71500 0.779 -0.687 -0.060
N 3.81615 -5.58452 -2.28730 -2.219 2.674 -1.312
N 2.81600 -6.48926 -2.47104 -2.577 -1.221 -0.706
C 1.69325 -5.94032 -2.97283 4.121 0.532 1.381
O 1.97715 -4.59406 -3.14581 -0.455 -0.695 0.001
C 5.87922 0.22993 -4.89335 -1.015 0.240 -0.352
C 4.50099 0.45107 -4.14209 0.160 -0.210 -0.559
C 3.67164 1.66516 -4.72302 0.807 -1.758 -0.540
F 4.40947 2.82000 -4.84196 -1.076 -0.880 0.429
F 3.32214 1.28846 -6.02211 -0.037 0.673 1.361
C 2.38157 1.83597 -3.81763 1.161 0.329 0.619
F 2.87339 2.14794 -2.54734 -0.602 -0.438 -1.353
F 1.76260 0.62197 -3.69928 0.237 1.365 -0.471
C 1.43280 3.03177 -4.22668 0.098 1.440 0.428
F 1.90735 4.14305 -3.53646 -0.473 -1.348 -0.737
F 1.51168 3.38413 -5.54874 -0.292 -0.983 1.378
C -0.07573 2.86978 -3.72310 0.778 1.435 -0.492
F -0.57296 4.16260 -3.70798 0.372 -1.722 0.441
F -0.00569 2.38416 -2.44653 -0.514 0.316 -1.284
C -1.00062 2.05494 -4.70952 0.287 0.088 -1.541
F -1.55184 2.97606 -5.57636 0.137 -1.262 1.325
F -0.24659 1.23082 -5.53625 -0.509 0.790 1.470
C -2.07651 1.10678 -4.04796 -0.067 -0.946 -2.024
F -1.40892 0.13218 -3.36068 -0.840 1.360 -0.034
F -2.67124 0.44636 -5.11993 0.539 1.058 1.189
C -3.26328 1.78163 -3.27175 -1.705 -0.431 0.344
F -3.82844 2.84990 -3.92151 1.361 -1.076 0.442
F -4.27186 0.83158 -3.21582 1.518 0.793 0.138
C -3.01369 2.22946 -1.78432 -1.162 1.772 2.325
F -4.25782 2.30228 -1.19165 1.425 -0.072 -0.931
F -2.49835 3.53525 -1.66593 -0.494 -2.802 -0.830
F -2.29843 1.38150 -1.01856 -0.249 0.930 -1.346
C 8.05884 0.36855 -3.34898 -0.311 -0.118 2.737
C 8.97625 -0.44785 -2.38932 -1.784 1.069 -2.310
N 9.57696 -1.12948 -1.69850 0.374 -0.276 0.560
C 7.30456 1.40728 -2.40670 1.110 0.657 0.544
C 6.95748 2.80042 -3.05929 -0.517 0.424 0.248
C 7.72429 3.98877 -2.35814 -0.051 -0.088 -0.554
O 7.74996 4.09748 -1.17113 -0.074 -0.204 -0.124
O 8.33929 4.94422 -3.18280 -1.498 -0.688 0.115
S 9.23704 1.16264 -4.54006 3.149 -0.840 -4.100
O 8.62012 1.51338 -5.80169 -0.888 0.808 2.252
O 10.36302 0.28698 -4.78827 -1.209 0.943 2.016
F 9.87561 2.52061 -3.86332 -1.626 -1.831 -0.203
H 7.12668 -2.30855 -2.62235 -0.558 1.133 -0.318
H 5.78396 -1.09370 -2.29828 0.526 -0.660 -0.507
H 5.84482 -3.68173 -3.85274 -0.471 0.958 -0.142
H 5.15120 -2.35295 -4.90068 -0.013 -0.314 0.900
H 0.72073 -6.41702 -3.19615 0.793 0.709 0.251
H 6.20955 1.21950 -5.28694 0.274 -0.980 0.388
H 5.65210 -0.39816 -5.79946 0.314 0.758 0.858
H 4.64534 0.54030 -3.04037 -0.373 0.096 -0.907
H 3.86739 -0.44870 -4.38119 0.446 0.984 0.660
H 8.01371 1.62423 -1.55635 -0.805 -0.193 -0.800
H 6.42703 0.90717 -1.91400 0.841 0.468 -0.754
H 7.04262 2.85279 -4.16996 0.159 -0.101 0.929
H 5.87181 3.00168 -2.82463 1.103 -0.011 -0.274
H 7.81189 5.76362 -3.08606 0.653 -0.315 0.113
C -5.53320 3.74901 6.05535 0.004 -0.202 -0.057
O -5.78700 2.84052 4.99737 -0.114 0.367 0.142
C -6.70118 3.33700 4.02111 0.037 -0.453 -0.374
C -5.98537 3.64771 2.71284 0.132 0.223 0.369
N -5.11782 4.81562 2.84551 -0.029 -0.200 -0.187
C -4.19672 5.00465 1.72443 0.078 0.078 0.290
C -3.16748 3.90152 1.45070 0.076 0.331 -0.208
O -2.17184 3.77414 2.45816 -0.302 -0.410 -0.152
C -2.56152 3.00008 3.58261 0.339 0.175 0.023
H -4.99662 3.21256 6.83758 -0.003 -0.053 -0.074
H -4.91158 4.58495 5.72148 -0.062 0.149 0.092
H -6.46746 4.13247 6.47850 0.063 0.057 -0.025
H -7.26419 4.20044 4.38743 0.173 0.073 0.040
H -7.41862 2.53199 3.83425 -0.006 0.046 -0.003
H -6.72786 3.83877 1.93174 0.029 0.008 -0.001
H -5.41471 2.75484 2.43055 -0.160 -0.161 -0.045
H -4.57139 4.72686 3.69250 -0.071 0.039 -0.012
H -3.64693 5.92858 1.92942 0.033 -0.039 -0.091
H -4.78037 5.18166 0.81477 -0.004 -0.100 0.000
H -2.63167 4.18082 0.54153 0.035 0.056 0.133
H -3.63211 2.93294 1.23560 -0.047 -0.039 0.218
H -3.24716 2.19240 3.31493 -0.083 0.086 0.015
H -3.00657 3.64124 4.34739 -0.161 -0.175 0.095
H -1.66097 2.55953 4.01441 0.018 0.011 -0.082
C -1.00367 8.65345 3.42886 -0.205 -0.092 0.081
O -1.64543 7.54194 4.02831 0.311 0.149 -0.246
C -0.89410 6.32859 3.94345 -0.426 -0.385 0.428
C -0.35438 5.92779 5.31080 0.147 0.456 -0.206
N 0.70298 6.83326 5.75527 -0.125 -0.201 0.146
C 1.07001 6.67689 7.16376 -0.010 0.280 -0.158
C -0.00936 6.94504 8.21918 0.338 -0.029 0.245
O -0.40896 8.30432 8.31467 -0.168 -0.278 -0.119
C -1.38342 8.70746 7.36596 0.172 0.255 0.199
H -1.72761 9.46562 3.36470 -0.030 -0.058 0.053
H -0.15521 8.99437 4.02912 0.127 0.059 -0.124
H -0.66368 8.41327 2.41583 0.062 0.032 0.055
H -0.09687 6.38920 3.19669 0.037 0.152 0.077
H -1.59380 5.55668 3.61378 0.174 0.104 -0.029
H 0.04468 4.90980 5.25611 0.008 0.015 0.011
H -1.19937 5.92694 6.00982 -0.133 -0.167 -0.067
H 0.40221 7.78844 5.61089 0.009 -0.057 -0.035
H 1.89334 7.37330 7.34786 -0.027 -0.060 0.103
H 1.47206 5.66911 7.31244 -0.095 -0.020 0.002
H 0.42790 6.70088 9.19213 -0.002 0.049 -0.028
H -0.88067 6.28911 8.11134 -0.065 0.083 -0.160
H -2.07391 7.89995 7.10996 0.081 -0.030 -0.074
H -0.89865 9.09433 6.46689 -0.180 -0.077 -0.159
H -1.95738 9.52632 7.80256 0.037 -0.047 0.064
C -0.29313 -8.84482 -3.36184 0.060 0.077 0.065
O -0.98193 -8.02200 -2.43387 0.001 -0.069 -0.361
C -2.39985 -8.01598 -2.60874 -0.222 0.328 0.467
C -3.09143 -8.75227 -1.46941 0.295 -0.266 -0.241
N -2.85028 -10.19084 -1.53607 -0.079 0.167 0.125
C -3.24697 -10.91757 -0.32848 0.236 -0.075 -0.142
C -2.54274 -10.56013 0.98596 -0.178 -0.353 0.112
O -1.17121 -10.92264 1.03202 -0.172 0.326 -0.034
C -0.28737 -9.99221 0.42717 0.130 -0.333 0.098
H 0.77180 -8.62588 -3.27793 -0.014 -0.057 0.090
H -0.44317 -9.90522 -3.14557 -0.006 -0.058 -0.141
H -0.61060 -8.63061 -4.38817 -0.021 -0.091 0.026
H -2.69508 -8.41158 -3.58469 0.125 -0.148 0.047
H -2.70953 -6.96655 -2.57213 -0.025 -0.028 -0.030
H -4.16878 -8.56664 -1.52201 0.015 -0.007 0.005
H -2.71647 -8.32799 -0.53162 -0.092 0.174 0.004
H -1.86419 -10.35409 -1.69377 -0.049 0.015 -0.007
H -3.05760 -11.97599 -0.52874 -0.042 0.020 0.105
H -4.32863 -10.81220 -0.19407 0.029 0.084 0.030
H -3.02528 -11.14428 1.77529 0.039 -0.007 -0.034
H -2.67791 -9.50943 1.26815 0.110 0.075 -0.133
H -0.63487 -8.96072 0.53021 -0.059 -0.017 -0.074
H -0.13827 -10.24166 -0.62597 0.037 0.229 -0.077
H 0.68123 -10.08015 0.92099 -0.064 -0.022 0.044
C -2.43819 -5.86250 1.00409 0.141 0.057 0.155
O -1.57994 -4.88180 1.55877 -0.131 -0.129 -0.370
C -1.00873 -4.00901 0.58591 0.284 0.363 0.365
C -1.60206 -2.60944 0.68749 -0.292 -0.346 -0.068
N -2.99321 -2.58436 0.24000 0.166 0.148 0.086
C -3.70096 -1.34505 0.56733 -0.159 -0.294 0.019
C -3.86002 -0.98096 2.04828 -0.254 0.261 -0.158
O -4.72143 -1.84499 2.77318 0.339 0.054 -0.013
C -4.11402 -3.03898 3.23971 -0.356 0.034 0.026
H -2.66027 -6.59568 1.77981 0.039 0.070 0.047
H -3.38069 -5.42032 0.66755 -0.058 -0.105 -0.151
H -1.95492 -6.37956 0.16801 -0.051 0.053 -0.014
H -1.09816 -4.41145 -0.42792 -0.176 -0.026 0.034
H 0.05832 -3.94425 0.82111 -0.014 0.002 -0.049
H -1.01384 -1.92389 0.06882 -0.025 0.007 0.004
H -1.51245 -2.28946 1.73185 0.222 0.015 0.025
H -3.49116 -3.35597 0.66487 0.047 0.022 -0.024
H -4.70372 -1.43920 0.13978 0.008 0.100 0.058
H -3.21495 -0.51572 0.04647 0.057 -0.037 0.098
H -4.33675 0.00422 2.08535 -0.032 -0.037 -0.001
H -2.89911 -0.86610 2.56296 0.046 -0.176 -0.003
H -3.06041 -2.89818 3.49345 0.015 -0.015 -0.105
H -4.22537 -3.83438 2.49910 0.212 -0.116 0.052
H -4.64542 -3.35612 4.13821 -0.011 0.088 -0.014
```
Positions in Å, forces in eV/Å.

So what do the calculations give for E? Going down the list: -119613.166; -156977.448 eV.
So what do the calculations give for HOMO energy? Going down the list: -11.8; -8.7 eV.
So what do the calculations give for max |F|? Going down the list: 6.94; 5.24 eV/Å.